Molecular formula: C10H27NO14P2Y
Method: DFT, the ωB97M-V functional and the def2-TZVPD basis

Computed properties:
HOMO level = 2.0 eV
Charge = -3
Energy relative to the best compared isomer or geometry (same formula, charge and spin) = 0.000 eV
2S+1 = 1
F_max = 0.1280 Eh/bohr

```
55
Properties=species:S:1:pos:R:3:lowdin_charge:R:1
Y 0.3593 -0.4655 0.3607 1.44
P 2.8330 1.0283 0.2152 -0.09
O 2.5543 -0.3358 0.7666 -0.41
O 3.7776 1.9612 0.9936 -0.48
O 1.3843 1.5361 0.1761 -0.44
O 3.5358 1.0035 -1.1319 -0.36
P -1.4935 -2.7436 0.5813 -0.04
O -3.1136 -2.8990 0.6711 -0.58
O -0.8200 -1.8486 1.6596 -0.47
O -1.0248 -1.9527 -0.6677 -0.49
O -0.8351 -4.1243 0.5649 -0.45
C 2.6216 -3.5159 -0.4604 -0.26
C 3.7289 -3.5583 0.6383 -0.22
O 4.1953 -2.1934 0.7262 -0.11
O 1.4983 -3.0037 0.0870 -0.13
H 2.2984 -4.4875 -0.8343 0.11
H 2.9283 -2.8538 -1.2701 0.12
H 4.5923 -4.1522 0.3385 0.08
H 3.4958 -3.9261 1.6376 0.10
H 3.4336 -1.6412 0.9174 -0.02
H 0.9396 -3.6865 0.4654 0.03
C 0.6530 0.1547 -3.1214 -0.21
C 1.5103 1.3936 -3.3674 -0.26
O 2.9116 1.0781 -3.4788 -0.11
O 1.1735 -0.3801 -1.9057 -0.15
H 0.6729 -0.5355 -3.9648 0.11
H -0.3952 0.4407 -3.2079 0.10
H 1.2416 2.0622 -2.5495 0.10
H 1.0932 1.9172 -4.2276 0.09
H 3.2450 0.9869 -2.5831 -0.06
H 2.0586 -0.6966 -2.1005 0.09
C 0.7192 -0.1468 3.5979 -0.07
O 0.2626 0.5678 2.4346 -0.30
C -0.9682 1.2385 2.7136 -0.19
C -1.4299 1.8804 1.3562 -0.18
N -1.6266 0.9037 0.2446 -0.09
C -1.9342 1.5956 -1.0257 -0.16
C -3.1833 2.5217 -1.0014 -0.15
O -4.2651 1.6214 -0.5991 -0.23
C -5.3995 2.2239 -0.0367 -0.15
H -0.0868 -0.8541 3.7932 0.08
H 0.9066 0.4666 4.4792 0.08
H 1.6449 -0.6839 3.3911 0.10
H -1.0270 2.0425 3.4473 0.11
H -1.7309 0.5026 2.9679 0.12
H -0.7085 2.6416 1.0589 0.12
H -2.3528 2.3531 1.6923 0.10
H -2.5248 0.4756 0.4179 0.11
H -2.1858 0.7564 -1.6743 0.12
H -1.0662 2.1920 -1.3065 0.12
H -3.5291 2.7925 -1.9990 0.11
H -3.3654 3.2952 -0.2553 0.10
H -5.6968 3.1616 -0.5062 0.07
H -5.2734 2.3579 1.0377 0.08
H -6.2332 1.5321 -0.1570 0.08
```

***

Molecular formula: C11H27N5O2PPdS
Method: DFT, the ωB97M-V functional and the def2-TZVPD basis

Computed properties:
HOMO level = -10.7 eV
Charge = +1
Energy relative to the best compared isomer or geometry (same formula, charge and spin) = 0.000 eV
2S+1 = 1
F_max = 0.0245 Eh/bohr

```
48
Properties=species:S:1:pos:R:3:lowdin_charge:R:1
Pd -0.1798 0.8686 -0.2307 0.57
C 3.5171 2.9601 -1.2141 0.01
C 2.2171 2.4872 -0.6501 -0.25
N 1.9574 1.2426 -0.4419 -0.07
O 2.9099 0.3678 -0.9392 -0.04
C 1.1808 3.4449 -0.2940 -0.28
C 1.4805 4.8866 -0.0276 -0.01
N -0.0266 2.9736 -0.2471 -0.21
O -1.0514 3.6874 -0.0353 -0.13
H 3.9079 2.2331 -1.9205 0.09
H 4.2475 3.0696 -0.4092 0.11
H 3.3900 3.9223 -1.7021 0.09
H 2.9616 -0.3340 -0.2810 0.08
H 2.4286 4.9937 0.4978 0.09
H 0.6789 5.2965 0.5827 0.08
H 1.5269 5.4665 -0.9516 0.10
N -2.4083 1.4254 -0.1184 -0.01
N -2.9795 1.1324 1.1329 -0.05
C -2.2340 1.0487 2.2491 -0.85
N -2.9017 0.9832 3.4097 0.10
S -0.5524 0.9841 2.2386 0.67
H -2.1551 2.4523 -0.1572 0.05
H -3.0921 1.2072 -0.8327 0.10
H -3.9710 1.2902 1.2277 0.15
H -3.8996 1.1070 3.4694 0.12
H -2.3734 0.9510 4.2629 0.10
C -2.7696 -2.2667 -1.0285 -0.14
C -1.6634 -2.4791 0.0052 -0.38
P -0.1510 -1.5155 -0.3797 0.89
C 1.0932 -2.0472 0.8905 -0.40
C 0.8198 -3.3347 1.6675 -0.13
C 0.4725 -2.2240 -1.9540 -0.38
C 0.8288 -3.7080 -1.9113 -0.13
H -3.6779 -2.7847 -0.7234 0.08
H -2.4823 -2.6545 -2.0061 0.07
H -3.0038 -1.2067 -1.1415 0.05
H -1.3904 -3.5317 0.0687 0.08
H -1.9995 -2.1561 0.9927 0.08
H 1.1866 -1.2187 1.5923 0.03
H 2.0492 -2.1409 0.3643 0.07
H -0.1039 -3.2645 2.2400 0.07
H 1.6324 -3.5037 2.3738 0.08
H 0.7605 -4.2047 1.0142 0.07
H 1.3414 -1.6224 -2.2332 0.07
H -0.2893 -2.0299 -2.7127 0.08
H 1.6258 -3.9064 -1.1952 0.07
H 1.1759 -4.0271 -2.8931 0.08
H -0.0340 -4.3208 -1.6490 0.07
```

***

Molecular formula: H3IO3Si
Method: DFT, the ωB97M-V functional and the def2-TZVPD basis

Computed properties:
HOMO level (spin up / spin down) = -5.9 / -9.6 eV
Energy relative to the best compared isomer or geometry (same formula, charge and spin) = 1.534 eV
2S+1 = 3
F_max = 0.0733 Eh/bohr

```
8
Properties=species:S:1:pos:R:3:lowdin_charge:R:1
O 0.2179 0.7963 1.3071 -0.21
O 0.0120 1.5113 -1.4072 -0.23
O 0.7829 -1.8957 0.1452 0.01
Si -0.3437 0.5690 -0.1612 -0.08
I -2.6382 -0.2291 -0.2020 0.40
H 0.5971 -0.0139 1.6881 0.04
H 0.1725 1.2369 -2.3476 0.09
H 1.1994 -1.9748 0.9775 -0.01
```

***

Molecular formula: C28H29I2MoN2O5P2S
Method: DFT, the ωB97M-V functional and the def2-TZVPD basis

Computed properties:
HOMO level = -15.4 eV
Charge = +3
Energy relative to the best compared isomer or geometry (same formula, charge and spin) = 0.284 eV
2S+1 = 1
F_max = 0.0118 Eh/bohr

```
70
Properties=species:S:1:pos:R:3:lowdin_charge:R:1
Mo 0.5998 -0.6494 -0.3129 1.37
C 3.8042 -1.6465 0.7933 -0.20
P 3.0155 -0.7192 -0.5405 0.85
C 3.5744 -1.4739 -2.0813 -0.19
C 3.6506 0.9750 -0.4675 -0.36
C 5.0163 1.2077 -0.3191 -0.05
C 5.4984 2.5051 -0.2353 -0.02
C 4.6223 3.5797 -0.3007 -0.02
C 3.2633 3.3602 -0.4667 -0.06
C 2.7697 2.0597 -0.5515 -0.37
P 1.0229 1.7279 -0.8851 0.90
C 0.0956 3.0001 0.0808 -0.34
C 0.7592 2.1168 -2.6361 -0.21
H 4.8833 -1.6766 0.6335 0.07
H 3.4266 -2.6695 0.8035 0.06
H 3.6016 -1.1788 1.7565 0.06
H 4.6567 -1.3562 -2.1624 0.07
H 3.0972 -1.0021 -2.9408 0.05
H 3.3313 -2.5377 -2.0760 0.07
H 5.7173 0.3846 -0.2637 0.12
H 6.5587 2.6778 -0.1162 0.13
H 5.0002 4.5905 -0.2300 0.13
H 2.5991 4.2129 -0.5397 0.12
H 0.0523 3.9516 -0.4557 0.12
H 0.6331 3.1666 1.0163 0.11
H -1.7987 2.6224 -0.3296 0.11
H 1.0733 3.1436 -2.8290 0.07
H -0.2888 1.9868 -2.9099 0.06
H 1.3510 1.4373 -3.2497 0.04
I 0.1458 -1.1832 -5.3867 1.06
C 0.0692 -2.6417 -3.9328 -0.65
C -0.0615 -4.0114 -4.2897 -0.18
C -0.1122 -5.0071 -3.3464 -0.65
I -0.3109 -6.9678 -3.9717 1.09
C -0.0104 -4.6857 -1.9510 -0.18
C -0.0247 -5.5999 -0.8780 0.02
C 0.1100 -5.1407 0.4095 0.01
C 0.2706 -3.7703 0.6439 -0.07
N 0.2822 -2.8817 -0.3388 0.00
C 0.1288 -3.3336 -1.6131 -0.18
C 0.1372 -2.3388 -2.6063 -0.36
O 0.2631 -1.0789 -2.0677 -0.34
H -0.1243 -4.2606 -5.3398 0.09
H -0.1364 -6.6575 -1.0767 0.09
H 0.1040 -5.8208 1.2483 0.13
H 0.4099 -3.3923 1.6499 0.11
C -7.5100 3.0333 2.0701 0.00
C -6.1298 2.4730 2.0462 -0.19
C -5.7550 1.5725 1.0343 0.02
C -4.4974 1.0199 1.0067 -0.02
C -3.5990 1.3836 2.0307 -0.35
C -3.9365 2.2848 3.0540 -0.01
C -5.2020 2.8172 3.0411 0.02
S -2.0876 0.6650 1.9958 1.01
O -1.2110 2.5677 0.4370 -0.16
O -1.8986 -0.2771 0.9308 -0.31
N -1.1977 0.9805 3.1019 -0.12
C 0.0945 0.5257 3.5932 -0.08
C 0.6727 -0.6884 2.8857 -0.48
O 0.9957 -1.7135 3.3793 0.20
O 0.7980 -0.4764 1.5261 -0.33
H -8.2018 2.2632 2.4221 0.12
H -7.8306 3.3195 1.0690 0.10
H -7.5909 3.8897 2.7338 0.10
H -6.4707 1.3049 0.2692 0.14
H -4.2138 0.3179 0.2385 0.12
H -3.2255 2.5494 3.8223 0.13
H -5.4921 3.5141 3.8153 0.14
H -0.0316 0.2886 4.6496 0.15
H 0.7941 1.3603 3.5098 0.15
```